Here is a cluster of 3 separate species, C4H14O3 in total from the Open Molecules 2025 dataset. Energies are from ωB97M-V with the def2-TZVPD basis set.

```
21
Properties=species:S:1:pos:R:3:mulliken_charge:R:1
C -1.74716 0.58336 -1.47661 -0.8992
C -0.74215 1.21652 -0.56190 -0.3125
C -0.91864 0.74766 0.87296 0.4975
C 0.10939 1.28372 1.84517 -1.3864
O -0.93856 -0.72471 0.94410 -0.5151
H -2.76344 0.82620 -0.94996 0.2430
H -1.54554 -0.56455 -1.40987 0.1891
H -1.64321 0.90229 -2.56166 0.3258
H 0.39613 0.93400 -0.66208 0.0968
H -0.67003 2.33624 -0.67988 0.2963
H -1.91945 1.09396 1.22175 0.1534
H -0.18358 1.04159 2.96402 0.3548
H 1.26027 0.99139 1.71683 0.2633
H 0.19882 2.39046 1.90192 0.3825
H -0.49295 -1.04472 1.68853 0.3066
O 1.06959 -3.21145 0.12123 -0.6636
H 0.27428 -2.74755 0.41069 0.3243
H 1.29906 -2.74757 -0.79013 0.3460
O 2.58156 -1.08910 -1.63623 -0.6384
H 3.34583 -1.56774 -2.09388 0.3022
H 3.02979 -0.64997 -0.86501 0.3335
```

Calculated values
Relative energy (zero: lowest compared OMol25 entry of this formula, charge and spin): 37.8 kcal/mol
Kohn-Sham gap: 0.4006 Eh
F_max: 3.7 eV/A
SMILES: CC[C@H](C)O.O.O
Molar mass: 110.2 g mol⁻¹